1.
Computed, not measured: a molecular structure, C31H25F3N5O4PtS at a distorted geometry, with ωB97M-V with the def2-TZVPD basis set.

As for the total energy: -2587.9696 hartree. As for the net charge: +1. The value obtained for the HOMO-LUMO gap is 7.175 eV.

Each line ends with the Löwdin charge.
Atoms and positions in Å:
Pt1 0.34 0.25 -0.08  1.43
O1 0.53 3.21 3.38  0.06
C1 -0.77 3.57 3.33  -0.26
C2 -1.23 4.40 4.35  -0.01
C3 -2.55 4.81 4.37  -0.07
C4 -3.44 4.40 3.37  -0.08
C5 -2.98 3.58 2.36  -0.02
C6 -1.65 3.15 2.32  -0.09
C7 -1.24 2.24 1.23  -0.40
O2 0.02 1.83 1.21  -0.22
N1 -2.12 1.84 0.36  0.11
N2 -1.50 1.08 -0.60  -0.12
C8 -2.10 0.82 -1.70  -0.03
C9 -1.35 0.41 -2.86  -0.18
C10 -2.04 0.03 -4.03  -0.04
C11 -1.37 -0.22 -5.20  -0.07
C12 0.02 -0.06 -5.23  -0.05
C13 0.72 0.33 -4.11  0.00
C14 0.06 0.57 -2.90  -0.34
O3 0.82 0.98 -1.88  -0.23
H1 0.72 2.71 2.57  0.07
H2 -0.53 4.72 5.10  0.12
H3 -2.89 5.47 5.16  0.11
H4 -4.46 4.73 3.38  0.11
H5 -3.65 3.25 1.58  0.11
H6 -3.16 1.06 -1.78  0.15
H7 -3.12 -0.05 -3.98  0.12
H8 -1.90 -0.51 -6.09  0.11
H9 0.56 -0.25 -6.15  0.11
H10 1.79 0.46 -4.13  0.13
F1 3.80 -3.78 0.59  0.16
C15 3.74 -3.49 -0.72  -0.60
F2 4.14 -4.57 -1.40  0.16
F3 4.61 -2.50 -0.96  0.14
C16 2.34 -3.08 -1.11  -0.08
C17 1.49 -3.95 -1.76  0.05
C18 0.16 -3.59 -2.01  -0.01
C19 -0.28 -2.36 -1.58  -0.06
N3 0.57 -1.52 -0.99  -0.14
C20 1.84 -1.84 -0.73  -0.59
S1 2.55 -0.50 0.11  0.82
H11 1.85 -4.92 -2.08  0.14
H12 -0.52 -4.26 -2.51  0.12
H13 -1.30 -2.02 -1.72  0.13
C21 -0.17 0.93 5.98  0.04
N4 -0.68 0.34 4.76  -0.02
N5 0.15 -0.12 3.78  0.08
C22 -0.59 -0.39 2.68  -0.38
O4 -0.07 -0.88 1.60  -0.19
C23 -1.93 -0.12 2.99  0.07
C24 -1.94 0.36 4.29  -0.23
C25 -3.07 0.89 5.09  0.02
C26 1.54 -0.38 4.02  -0.19
C27 1.88 -1.34 4.96  -0.01
C28 3.22 -1.58 5.23  -0.05
C29 4.20 -0.88 4.54  -0.06
C30 3.84 0.07 3.59  -0.06
C31 2.51 0.33 3.33  -0.05
H14 0.80 1.38 5.78  0.11
H15 -0.08 0.19 6.78  0.10
H16 -0.86 1.72 6.28  0.10
H17 -2.77 -0.23 2.33  0.13
H18 -4.01 0.67 4.59  0.10
H19 -2.99 1.97 5.20  0.08
H20 -3.09 0.44 6.09  0.10
H21 1.10 -1.90 5.47  0.13
H22 3.49 -2.33 5.96  0.11
H23 5.24 -1.07 4.75  0.11
H24 4.61 0.61 3.05  0.12
H25 2.22 1.06 2.59  0.09

---

2.
Computed, not measured: a molecular structure, C10H14N4O4V at a distorted geometry, with ωB97M-V with the def2-TZVPD basis set.

As for the total energy: -1852.7037 hartree. As for the multiplicity: 4. The expectation value of S² is 3.772. As for the net charge: +2. The value obtained for the HOMO-LUMO gap (alpha / beta) is 5.893 / 4.791 eV.

Each line ends with the Löwdin charge.
Atoms and positions in Å:
V1 0.02 0.05 -2.13  0.37
O1 0.02 3.17 -2.53  0.25
C1 0.02 2.01 -2.47  -0.03
C2 0.04 -1.90 -2.37  -0.02
O2 0.07 -3.08 -2.35  0.24
C3 1.98 0.06 -2.46  -0.01
O3 3.15 0.06 -2.54  0.24
C4 -1.94 0.07 -2.43  -0.01
O4 -3.11 0.08 -2.49  0.25
H1 0.02 0.43 -4.61  0.13
H2 0.02 -0.38 -4.61  0.14
C5 -0.17 1.40 0.45  -0.15
N1 0.00 0.02 -0.08  -0.21
C6 -1.15 -0.85 0.40  -0.14
N2 -1.19 -0.92 1.89  -0.05
C7 -1.30 0.50 2.38  -0.12
N3 -0.19 1.41 1.95  -0.05
C8 1.10 0.78 2.40  -0.12
N4 1.32 -0.62 1.91  -0.05
C9 1.30 -0.56 0.42  -0.15
C10 0.14 -1.44 2.34  -0.13
H3 -1.12 1.83 0.12  0.14
H4 0.68 2.03 0.16  0.13
H5 -1.03 -1.87 0.03  0.13
H6 -2.11 -0.42 0.08  0.12
H7 -1.30 0.47 3.48  0.14
H8 -2.24 0.91 2.01  0.13
H9 1.92 1.40 2.04  0.13
H10 1.09 0.75 3.50  0.14
H11 1.43 -1.58 0.04  0.14
H12 2.13 0.08 0.13  0.13
H13 0.14 -1.46 3.44  0.14
H14 0.27 -2.45 1.94  0.13

---

3.
Computed, not measured: C4H8 in the gas phase at a distorted geometry, with ωB97M-V with the def2-TZVPD basis set.

As for the total energy: -157.1661 hartree. As for the SMILES: C=C(C)C. The value obtained for the HOMO-LUMO gap is 10.308 eV.

Each line ends with the Löwdin charge.
Atoms and positions in Å:
C1 0.57 -0.69 1.05  -0.10
C2 0.06 0.23 -0.03  -0.42
C3 0.16 1.57 0.08  0.02
C4 -0.65 -0.43 -1.20  -0.08
H1 -0.16 -1.49 1.42  0.10
H2 0.77 -0.30 2.02  0.05
H3 1.53 -1.10 0.73  0.08
H4 -0.24 2.18 -0.71  0.04
H5 0.65 2.02 1.02  0.09
H6 -0.91 0.11 -2.07  0.06
H7 -1.63 -0.76 -0.83  0.09
H8 -0.15 -1.34 -1.48  0.07